(1)
2 unconnected molecules or ions with the total composition CH5NO at a distorted geometry. Source: the OMol25 dataset; level of theory: ωB97M-V/def2-TZVPD.

M = 47.1 g mol⁻¹
Kohn-Sham gap = 0.40921 Ha
HOMO level = -0.387 hartree
total charge = 0
spin multiplicity = 1
structure (SMILES) = C=N.O
E_tot = -171.05290 hartree
energy above the lowest of the compared OMol25 structures with the same formula, charge and spin = 0.7970 eV

Positions of all 8 atoms, in Å:
1 C 0.71092 0.98743 -0.92348
2 N 1.04844 1.99610 -0.23816
3 H 1.21949 0.72031 -1.80008
4 H -0.19585 0.40318 -0.74127
5 H 0.47270 2.03302 0.58715
6 H -0.78877 -1.73537 1.71464
7 H -1.21364 -2.04658 0.24432
8 O -1.25329 -2.35810 1.15686

(2)
2 unconnected molecules or ions with the total composition CH5NO at a distorted geometry. Source: the OMol25 dataset; level of theory: ωB97M-V/def2-TZVPD.

M = 47.1 g mol⁻¹
Kohn-Sham gap = 0.33510 Ha
HOMO level = -0.350 hartree
total charge = 0
spin multiplicity = 1
structure (SMILES) = N=O.C
E_tot = -170.97705 hartree
energy above the lowest of the compared OMol25 structures with the same formula, charge and spin = 2.8611 eV

Positions of all 8 atoms, in Å:
1 C 2.19340 -0.07913 -0.01575
2 H -1.14929 1.30753 -0.47739
3 H 2.97584 0.39386 -0.52156
4 H 1.29455 0.40452 -0.31017
5 H 2.43738 0.00113 1.07683
6 H 2.12127 -1.14078 -0.30018
7 N -0.99428 0.46530 0.13733
8 O -1.73502 -0.46858 -0.04179

(3)
2 unconnected molecules or ions with the total composition CH5NO2 at a distorted geometry. Source: the OMol25 dataset; level of theory: ωB97M-V/def2-TZVPD.

M = 63.1 g mol⁻¹
Kohn-Sham gap = 0.34334 Ha
HOMO level = -0.324 hartree
total charge = 0
spin multiplicity = 1
structure (SMILES) = [NH3+][O-].C=O
E_tot = -246.18135 hartree
energy above the lowest of the compared OMol25 structures with the same formula, charge and spin = 4.7761 eV

Positions of all 9 atoms, in Å:
1 C -1.46706 -0.64348 -0.03145
2 N 1.22418 0.53277 0.01776
3 O -1.33334 0.59858 0.03099
4 O 1.10911 -0.81675 -0.01935
5 H -1.52719 -1.20840 0.91747
6 H -1.42799 -1.33469 -0.84370
7 H 1.30842 0.91778 1.01565
8 H 1.95489 1.08190 -0.68410
9 H 0.15899 0.87230 -0.40328

(4)
2 unconnected molecules or ions with the total composition CH5NO2P at a distorted geometry. Source: the OMol25 dataset; level of theory: ωB97M-V/def2-TZVPD.

M = 94.0 g mol⁻¹
Kohn-Sham gap = 0.30194 Ha
HOMO level = -0.132 hartree
total charge = -1
spin multiplicity = 1
E_tot = -587.64853 hartree
energy above the lowest of the compared OMol25 structures with the same formula, charge and spin = 4.7275 eV

Positions of all 10 atoms, in Å:
1 C 2.46833 0.08333 0.32638
2 N -2.17020 0.35885 0.42710
3 O 0.33346 0.07297 -0.96618
4 O -2.28093 -0.95103 -0.19336
5 P 1.16359 -0.83681 -0.07504
6 H -1.29728 -1.13803 -0.32647
7 H 2.59020 1.21087 0.03430
8 H 3.33154 -0.39165 0.88044
9 H -1.24989 0.59766 -0.05048
10 H -2.88881 0.99384 -0.05669

(5)
2 unconnected molecules or ions with the total composition CH5NO2S2 at a distorted geometry. Source: the OMol25 dataset; level of theory: ωB97M-V/def2-TZVPD.

M = 127.2 g mol⁻¹
Kohn-Sham gap = 0.34915 Ha
HOMO level = -0.354 hartree
total charge = 0
spin multiplicity = 1
E_tot = -1042.58179 hartree
energy above the lowest of the compared OMol25 structures with the same formula, charge and spin = 4.2388 eV

Positions of all 11 atoms, in Å:
1 C -0.81158 0.10733 0.93548
2 N 1.15632 0.90938 -0.66181
3 O -0.06159 -1.43154 -0.94411
4 O 1.77175 -1.08890 0.70339
5 S -1.99625 0.87408 -0.16667
6 S 0.60686 -0.53709 -0.03291
7 H -0.61837 0.75222 1.79603
8 H -1.19810 -1.34954 1.85926
9 H 0.86022 1.05979 -1.58851
10 H 2.11156 0.66101 -0.70356
11 H -1.82083 0.04328 -1.19659

(6)
2 unconnected molecules or ions with the total composition CH5NO3. Source: the OMol25 dataset; level of theory: ωB97M-V/def2-TZVPD.

M = 79.1 g mol⁻¹
Kohn-Sham gap = 0.42300 Ha
HOMO level = -0.405 hartree
total charge = 0
spin multiplicity = 1
structure (SMILES) = NC(=O)O.O
E_tot = -321.59513 hartree
energy above the lowest of the compared OMol25 structures with the same formula, charge and spin = 0.7745 eV

Positions of all 10 atoms, in Å:
1 N -1.57206 0.75634 0.36041
2 C -1.35496 -0.59870 0.68530
3 O -2.43272 -1.16573 1.27757
4 O -0.32546 -1.17541 0.51933
5 H -1.12333 1.24039 1.12265
6 H -2.53965 1.05334 0.43532
7 H -2.17738 -2.05359 1.56296
8 H 3.80504 1.03222 -1.31256
9 H 3.84915 -0.02295 -2.38092
10 O 3.87137 0.93409 -2.27005

(7)
A molecular structure, CH5NO3 at a distorted geometry. Source: the OMol25 dataset; level of theory: ωB97M-V/def2-TZVPD.

M = 79.1 g mol⁻¹
Kohn-Sham gap = 0.38321 Ha
HOMO level = -0.363 hartree
total charge = 0
spin multiplicity = 1
E_tot = -321.53607 hartree
energy above the lowest of the compared OMol25 structures with the same formula, charge and spin = 2.3814 eV

Positions of all 10 atoms, in Å:
1 C 0.13916 0.04165 0.54406
2 N -0.69654 0.37528 -1.15319
3 O -0.92763 0.36701 1.17888
4 O 0.56655 -1.27370 0.59466
5 O 1.24325 0.85068 0.61613
6 H -0.08568 -1.71703 1.16089
7 H 2.01487 0.26848 0.55099
8 H -1.40924 0.64698 -0.28443
9 H -0.02242 0.97522 -1.62029
10 H -0.82233 -0.53456 -1.58769

(8)
2 unconnected molecules or ions with the total composition CH5NO3. Source: the OMol25 dataset; level of theory: ωB97M-V/def2-TZVPD.

M = 79.1 g mol⁻¹
Kohn-Sham gap = 0.41831 Ha
HOMO level = -0.386 hartree
total charge = 0
spin multiplicity = 1
structure (SMILES) = C=NO.OO
E_tot = -321.40163 hartree
energy above the lowest of the compared OMol25 structures with the same formula, charge and spin = 6.0400 eV

Positions of all 10 atoms, in Å:
1 C -2.24055 0.69064 -0.07453
2 H -0.55307 -1.72860 0.03655
3 H -1.45202 1.42127 -0.23871
4 H -3.28889 0.97691 -0.04390
5 H 3.45318 -0.47812 0.70435
6 H 1.37871 0.10013 -0.20357
7 N -1.99395 -0.54937 0.03662
8 O -0.61027 -0.76335 -0.08510
9 O 3.17410 -0.30970 -0.20019
10 O 2.13278 0.64020 0.06849

(9)
2 unconnected molecules or ions with the total composition CH5NO3S at a distorted geometry. Source: the OMol25 dataset; level of theory: ωB97M-V/def2-TZVPD.

M = 111.1 g mol⁻¹
Kohn-Sham gap = 0.29408 Ha
HOMO level = -0.284 hartree
total charge = 0
spin multiplicity = 1
structure (SMILES) = OC(O)=[NH+][S-].O
E_tot = -719.73389 hartree
energy above the lowest of the compared OMol25 structures with the same formula, charge and spin = 1.3741 eV

Positions of all 11 atoms, in Å:
1 C 0.56016 0.00459 -0.30470
2 N 0.82479 -0.40706 0.90683
3 O 0.89397 -0.70466 -1.36778
4 O 0.37187 1.30424 -0.48633
5 O -1.50202 -0.08755 -0.39670
6 S 0.23117 0.55271 2.22612
7 H 1.22178 -1.31465 1.09073
8 H 0.72535 -0.15905 -2.15147
9 H 0.14446 1.65208 0.42486
10 H -1.84442 -0.99222 -0.48093
11 H -1.62710 0.15155 0.53937

(10)
2 unconnected molecules or ions with the total composition CH5NOP at a distorted geometry. Source: the OMol25 dataset; level of theory: ωB97M-V/def2-TZVPD.

M = 78.0 g mol⁻¹
Kohn-Sham gap (alpha / beta) = 0.27092 / 0.27088 Ha
HOMO level (alpha / beta) = -0.554 / -0.554 hartree
total charge = +1
spin multiplicity = 1
E_tot = -511.97245 hartree
energy above the lowest of the compared OMol25 structures with the same formula, charge and spin = 5.4277 eV

Positions of all 9 atoms, in Å:
1 C -0.80687 0.57020 -1.15901
2 N -0.02958 -0.37796 -0.44073
3 O 0.15047 -1.50061 -0.82218
4 P 1.47335 -0.17336 1.77521
5 H -1.44441 0.09035 -1.97436
6 H -0.11718 1.34932 -1.65702
7 H -1.36809 1.23044 -0.33021
8 H 1.25592 -1.54459 1.59829
9 H 0.88639 0.35620 3.01001

(11)
A single CH5NOP2 molecule at a distorted geometry. Source: the OMol25 dataset; level of theory: ωB97M-V/def2-TZVPD.

M = 109.0 g mol⁻¹
Kohn-Sham gap = 0.32574 Ha
HOMO level = -0.316 hartree
total charge = 0
spin multiplicity = 1
structure (SMILES) = O=CPNP
E_tot = -853.72358 hartree
energy above the lowest of the compared OMol25 structures with the same formula, charge and spin = 1.4549 eV

Positions of all 10 atoms, in Å:
1 C -1.92900 0.33231 -0.02523
2 N 0.61624 -0.30703 -0.75619
3 O -3.09078 0.34239 0.27223
4 P 2.18966 -0.49423 0.15636
5 P -0.80327 -1.08925 -0.08150
6 H -1.32685 1.30248 -0.35038
7 H 0.54520 -0.00727 -1.78114
8 H 1.70697 -0.27937 1.50142
9 H 2.59533 0.76901 -0.20291
10 H -0.50350 -0.56904 1.26733

(12)
A single CH5NOP2 molecule at a distorted geometry. Source: the OMol25 dataset; level of theory: ωB97M-V/def2-TZVPD.

M = 109.0 g mol⁻¹
Kohn-Sham gap = 0.36382 Ha
HOMO level = -0.339 hartree
total charge = 0
spin multiplicity = 1
structure (SMILES) = NC(=O)[PH]#[PH2]
E_tot = -853.76937 hartree
energy above the lowest of the compared OMol25 structures with the same formula, charge and spin = 0.2090 eV

Positions of all 10 atoms, in Å:
1 C 0.74875 0.33240 -0.11565
2 N 1.41852 1.48171 -0.22946
3 O 1.37038 -0.66284 -0.28270
4 P -1.15283 -1.85690 -0.06839
5 P -1.12493 0.30264 0.44865
6 H 2.38419 1.50953 -0.01109
7 H 0.84934 2.34286 0.01350
8 H -2.58951 -1.86018 -0.16118
9 H -1.11977 -1.40656 -1.42418
10 H -0.78414 -0.18266 1.83050